Computed, not measured: one molecule with the formula C6H10N2OS, with wB97M-V/def2-TZVPD.

```
! RIJCOSX wB97M-V def2-TZVPD def2/J DEFGRID3
* xyz 0 1
C -1.20032 -0.77497 1.00808
C -1.63825 -1.53016 0.04727
C 0.40765 0.59586 -0.10109
C 0.92862 1.88269 -0.14019
C -0.34951 1.10924 2.20590
C 1.41824 -0.47665 -2.00903
N -0.41693 0.32333 1.02709
N 0.65286 -0.48180 -0.84946
O -1.13401 -2.81696 -2.14946
S -1.35847 -1.44276 -1.72564
H -1.38881 -1.19189 1.99082
H -2.23266 -2.39688 0.38149
H 1.70239 2.11768 -0.84907
H 0.81163 2.36667 0.78304
H -0.68987 0.58233 3.03754
H 0.65979 1.49220 2.56796
H -0.98119 2.03057 1.95607
H 1.56196 -1.47264 -2.37826
H 0.81235 0.08046 -2.72330
H 2.43454 0.00367 -2.07976
*
```

Its energy is -817.39297 Eh. For the LUMO energy (alpha / beta), the calculation gives -0.0472 / -0.0251 Ha. The relative energy (zero: lowest compared OMol25 entry of this formula, charge and spin) is 521.95 kJ/mol. As for the HOMO energy (alpha / beta): -7.642 / -8.409 eV. Its frontier orbital gap (alpha / beta) is 6.36 / 7.73 eV.



Computed, not measured: a 2-piece molecular cluster, CH8N2O overall, with wB97M-V/def2-TZVPD.

```
! RIJCOSX wB97M-V def2-TZVPD def2/J DEFGRID3
* xyz 0 1
N -2.27934 0.55603 -0.39530
C -1.09589 0.18739 0.30468
N 0.08350 -0.40428 -0.38068
H -2.94006 0.78057 0.27451
H -2.69276 -0.00276 -1.13139
H -1.54202 -0.71446 0.92180
H -0.50913 0.77272 0.99303
H 0.18227 0.10976 -1.27258
H -0.14108 -1.44201 -0.58532
O 2.99799 -0.06530 0.39128
H 3.33588 -0.64470 1.17024
H 2.26916 -0.52339 0.10319
*
```

Its energy is -227.58662 Eh. For the LUMO energy, the calculation gives 0.0351 Ha. The relative energy (zero: lowest compared OMol25 entry of this formula, charge and spin) is 142.89 kJ/mol. As for the HOMO energy: -8.947 eV. Its SMILES is NCN.O. Its frontier orbital gap is 9.90 eV.



Computed, not measured: an isolated ion of composition C23H26N5OS and charge +1, with wB97M-V/def2-TZVPD.

```
! RIJCOSX wB97M-V def2-TZVPD def2/J DEFGRID3
* xyz 1 1
C -1.08243 -3.87644 0.17550
C -0.88970 -2.60378 0.46145
C 0.45511 -2.01375 0.78005
N 0.62828 -0.71322 0.15079
C 0.99994 0.39467 0.82116
C 1.65399 0.40528 2.06687
C 1.82866 1.51390 2.93190
N 2.89100 1.63772 3.75414
N 2.80133 2.73501 4.51742
C 1.68696 3.30534 4.19140
N 1.03713 2.57985 3.21614
C -0.29462 2.88698 2.75275
H -0.63886 2.06143 2.13031
C -0.34308 4.21159 1.98813
C -0.35945 5.43567 2.90263
C 0.92621 5.64190 3.70138
H 0.85904 6.60281 4.21142
H 1.78258 5.68843 3.02627
C 1.17243 4.56464 4.76665
H 1.91639 4.90943 5.48440
H 0.24260 4.36876 5.30790
H -0.52078 6.31815 2.28225
H -1.20531 5.36247 3.58964
H -1.25114 4.21706 1.38483
H 0.50884 4.27048 1.30833
H -0.94972 2.94713 3.62823
H 3.67620 1.00825 3.84076
C 2.42535 -0.71689 2.43765
N 3.09271 -1.59208 2.76447
S 0.74982 1.81552 -0.14840
C 0.17533 0.84014 -1.45266
C 0.20046 -0.47463 -1.14469
C -0.15198 -1.55421 -2.06401
C 0.73964 -2.60045 -2.31075
C 0.41136 -3.59522 -3.19767
C -0.81759 -3.58405 -3.87299
C -1.69613 -2.52378 -3.64337
C -1.35794 -1.52199 -2.75620
H -2.05082 -0.71197 -2.58275
H -2.64677 -2.46874 -4.14805
O -1.03686 -4.62967 -4.68409
C -2.20699 -4.69704 -5.48579
C -2.11885 -3.80572 -6.71917
H -3.00741 -3.94098 -7.32871
H -1.24567 -4.07595 -7.30712
H -2.03669 -2.75681 -6.44390
H -2.26156 -5.74549 -5.78858
H -3.09576 -4.46238 -4.88876
H 1.09253 -4.40592 -3.39914
H 1.70369 -2.61764 -1.82529
H -0.11580 1.29510 -2.37569
H 1.25667 -2.69390 0.48260
H 0.52311 -1.87183 1.86290
H -1.72256 -1.91721 0.53709
H -2.06735 -4.27199 0.00517
H -0.26552 -4.57400 0.10519
*
```

Its energy is -1639.00335 Eh. For the LUMO energy, the calculation gives -0.1124 Ha. The relative energy (zero: lowest compared OMol25 entry of this formula, charge and spin) is 18.08 kJ/mol. As for the HOMO energy: -10.679 eV. Its frontier orbital gap is 7.62 eV.



Computed, not measured: a 2-piece molecular cluster, C6H9ISi2 overall, with wB97M-V/def2-TZVPD.

```
! RIJCOSX wB97M-V def2-TZVPD def2/J DEFGRID3
* xyz 0 3
C -2.78070 -1.56975 -0.18198
C -2.68173 -0.25855 -0.53309
C -1.69890 -2.19103 0.38198
C -1.45304 0.41570 -0.49422
C -0.44235 -1.57247 0.32331
C -0.37236 -0.28455 -0.08514
Si 2.61200 2.31657 0.86672
Si 2.42104 0.77898 -0.77196
I 4.46286 -0.54158 -0.32283
H -3.71000 -2.25531 -0.24005
H -3.55328 0.25521 -0.99552
H -1.81752 -3.24276 0.87008
H -1.46342 1.47514 -0.72176
H 0.56993 -2.04225 0.57965
H 1.72975 3.38960 0.36047
H 1.99855 1.59772 1.96151
H 3.80062 2.91401 1.33353
H 2.37853 0.81532 -2.33070
*
```

Its energy is -1110.52646 Eh. For the LUMO energy (alpha / beta), the calculation gives 0.0155 / -0.0788 Ha. As for the HOMO energy (alpha / beta): -6.999 / -9.352 eV. Its frontier orbital gap (alpha / beta) is 7.42 / 7.21 eV.



Computed, not measured: a 2-piece molecular cluster, C6H17NO overall, with wB97M-V/def2-TZVPD.

```
! RIJCOSX wB97M-V def2-TZVPD def2/J DEFGRID3
* xyz 0 1
C -1.74871 -1.40301 1.06780
C -1.14907 -1.19671 -0.38262
C 0.37458 -1.00540 -0.46405
C 0.62499 0.36823 -1.10549
C 2.04107 0.55175 -1.78727
N 0.40176 1.26769 0.06995
C -0.86190 1.96229 0.19795
H -1.73337 -0.50123 1.68432
H -1.16625 -2.21030 1.54437
H -2.78124 -1.53358 1.03473
H -1.67520 -0.45611 -0.98315
H -1.55444 -1.97600 -0.95163
H 0.75231 -1.88275 -1.00772
H 0.76870 -1.00710 0.61251
H -0.21834 0.48799 -1.92269
H 2.97251 0.60177 -1.19836
H 1.98045 1.43741 -2.42842
H 2.29838 -0.30786 -2.41618
H 1.14575 1.81738 0.27871
H -1.16715 2.21685 1.19777
H -1.60169 1.33852 -0.33359
H -0.76324 2.92143 -0.43660
O 1.06621 -0.36574 2.83086
H 1.07873 0.08972 2.02388
H 0.91518 -1.21522 2.87491
*
```

Its energy is -368.71370 Eh. For the LUMO energy, the calculation gives 0.0383 Ha. The relative energy (zero: lowest compared OMol25 entry of this formula, charge and spin) is 228.80 kJ/mol. As for the HOMO energy: -8.610 eV. Its SMILES is CCC[C@H](C)NC.O. Its frontier orbital gap is 9.65 eV.